1.
This record from the Open Molecules 2025 dataset describes ClH10MgO5 as an isolated structure at a distorted geometry. The level of theory is ωB97M-V/def2-TZVPD.

The calculation puts the LUMO energy at -0.2549 Ha. The calculation puts the gap between HOMO and LUMO at 7.08 eV. As for the relative energy (zero: lowest compared OMol25 entry of this formula, charge and spin): 11.894 eV. Its spin multiplicity is 1. As for the net charge: +1.

Each line ends with the natural charge from an NBO analysis.
Atoms and positions in Å:
1 Mg 0.619 -0.015 1.772  1.856
2 Cl -0.125 -0.203 0.137  -0.749
3 O 1.954 -0.305 1.136  -1.091
4 H 1.937 -0.593 0.224  0.563
5 H 2.790 -0.625 1.474  0.540
6 O 0.015 -2.964 -0.470  -0.890
7 H -0.611 -2.245 -0.393  0.461
8 H 0.822 -2.623 -0.083  0.428
9 O -1.407 2.211 0.073  -0.922
10 H -1.073 1.344 0.304  0.403
11 H -1.353 2.242 -0.882  0.479
12 O 1.409 2.033 -0.560  -0.940
13 H 0.694 1.412 -0.426  0.431
14 H 1.879 1.698 -1.324  0.473
15 O -2.717 -0.275 -0.610  -0.919
16 H -1.766 -0.341 -0.517  0.413
17 H -3.065 -0.751 0.144  0.463

2.
This record from the Open Molecules 2025 dataset describes C37H28N3P2S4V as an isolated structure. The level of theory is ωB97M-V/def2-TZVPD.

The calculation puts the LUMO energy (spin up / spin down) at 0.0751 / 0.0541 Ha. The calculation puts the gap between HOMO and LUMO (spin up / spin down) at 6.68 / 6.54 eV. As for the relative energy (zero: lowest compared OMol25 entry of this formula, charge and spin): 0.958 eV. Its expectation value of S² is 3.778. Its spin multiplicity is 4. As for the net charge: -1.

Each line ends with the Mulliken charge.
Atoms and positions in Å:
1 V 0.764 -1.062 -1.159  0.602
2 C -2.700 0.506 0.840  -1.511
3 C -1.750 1.690 0.678  -0.045
4 P -0.573 1.881 2.088  0.913
5 C 0.194 3.487 1.661  0.253
6 C 0.651 4.327 2.677  -0.590
7 C 1.334 5.496 2.381  -0.543
8 C 1.579 5.847 1.060  -0.519
9 C 1.134 5.017 0.042  -0.610
10 C 0.448 3.847 0.339  -0.249
11 C -1.753 2.428 3.380  0.206
12 C -1.870 1.657 4.532  -0.432
13 C -2.774 2.006 5.528  -0.554
14 C -3.566 3.134 5.380  -0.407
15 C -3.453 3.914 4.236  -0.668
16 C -2.554 3.562 3.244  -0.198
17 C -2.024 -0.868 0.760  1.293
18 P -1.304 -1.504 2.353  0.424
19 C 0.329 -2.119 1.796  1.156
20 C 0.484 -2.915 0.647  -1.407
21 C 1.749 -3.270 0.195  -0.487
22 C 2.877 -2.893 0.928  -0.490
23 C 2.727 -2.166 2.093  -0.702
24 C 1.460 -1.765 2.516  -0.862
25 C -2.211 -3.086 2.504  0.688
26 C -3.587 -3.107 2.293  -0.477
27 C -4.313 -4.272 2.470  -0.716
28 C -3.676 -5.436 2.876  -0.482
29 C -2.309 -5.423 3.101  -0.647
30 C -1.582 -4.257 2.916  -0.468
31 H -3.444 0.565 0.041  0.473
32 H -3.256 0.598 1.780  0.333
33 H -2.314 2.620 0.540  0.743
34 H -1.167 1.543 -0.237  -0.344
35 H 0.466 4.069 3.713  0.399
36 H 1.676 6.134 3.186  0.388
37 H 2.113 6.758 0.827  0.368
38 H 1.321 5.269 -0.993  0.453
39 H 0.135 3.215 -0.483  0.120
40 H -1.260 0.770 4.633  0.247
41 H -2.860 1.393 6.416  0.411
42 H -4.270 3.408 6.155  0.365
43 H -4.069 4.797 4.119  0.391
44 H -2.462 4.177 2.356  0.287
45 H -1.261 -0.847 -0.039  -1.613
46 H -2.728 -1.623 0.398  0.750
47 H -0.395 -3.287 0.133  0.989
48 H 1.848 -3.856 -0.710  0.537
49 H 3.863 -3.165 0.576  0.385
50 H 3.599 -1.875 2.665  0.421
51 H 1.354 -1.146 3.399  0.295
52 H -4.102 -2.211 1.963  0.268
53 H -5.378 -4.273 2.280  0.374
54 H -4.241 -6.350 3.005  0.367
55 H -1.799 -6.328 3.406  0.379
56 H -0.511 -4.267 3.079  0.324
57 S 2.680 -1.514 -2.517  -0.503
58 C 2.261 -0.601 -3.950  0.368
59 C 2.938 -0.880 -5.138  -1.043
60 C 2.691 -0.176 -6.306  0.616
61 C 3.425 -0.500 -7.495  -0.124
62 N 4.022 -0.776 -8.437  -0.570
63 C 1.729 0.845 -6.302  0.291
64 C 1.046 1.126 -5.128  -0.809
65 C 1.293 0.427 -3.947  0.443
66 S 0.418 0.897 -2.504  -0.424
67 C 1.441 1.603 -7.484  -0.117
68 N 1.192 2.219 -8.422  -0.577
69 H 3.679 -1.668 -5.146  0.498
70 H 0.302 1.911 -5.125  0.527
71 S -0.818 -2.460 -2.647  -0.460
72 C -1.858 -3.322 -1.658  0.473
73 N -2.571 -3.921 -0.966  -0.564
74 S 2.994 0.987 0.624  -0.187
75 C 1.958 0.112 -0.078  0.582

3.
This record from the Open Molecules 2025 dataset describes C22H38KN2O12 as an isolated structure at a distorted geometry. The level of theory is ωB97M-V/def2-TZVPD.

The calculation puts the LUMO energy at -0.0793 Ha. The calculation puts the gap between HOMO and LUMO at 10.17 eV. As for the relative energy (zero: lowest compared OMol25 entry of this formula, charge and spin): 0.849 eV. Its spin multiplicity is 1. As for the net charge: +1.

Each line ends with the Mulliken charge.
Atoms and positions in Å:
1 K 0.260 -0.045 0.750  1.300
2 C -2.297 0.066 4.373  -1.648
3 C -1.249 -0.389 3.490  0.941
4 C -0.573 -1.754 4.047  -0.086
5 O -0.887 -2.616 3.006  -0.275
6 C -1.650 -2.126 2.090  0.398
7 O -2.158 -2.709 1.116  -0.629
8 O -1.817 -0.809 2.302  -0.274
9 H -2.602 1.055 4.029  0.322
10 H -1.838 0.192 5.398  0.387
11 H -3.123 -0.619 4.478  0.415
12 H -0.526 0.397 3.289  0.063
13 H -0.913 -2.204 4.980  0.375
14 H 0.534 -1.609 4.159  0.052
15 C -1.281 5.799 -0.377  -1.539
16 C -1.818 4.359 -0.551  0.487
17 C -0.721 3.310 -0.600  -0.107
18 O -1.036 2.316 0.322  0.142
19 C -2.191 2.676 0.874  0.270
20 O -2.752 1.969 1.675  -0.534
21 O -2.545 3.909 0.550  -0.351
22 H -2.088 6.524 -0.397  0.387
23 H -0.667 6.078 -1.208  0.399
24 H -0.687 5.870 0.561  0.369
25 H -2.496 4.386 -1.411  0.261
26 H 0.239 3.679 -0.338  0.337
27 H -0.709 2.765 -1.562  -0.253
28 C -0.165 -4.381 -1.558  -0.537
29 O 0.563 -4.793 -0.409  -0.331
30 C 1.062 -3.955 0.461  0.605
31 O 0.897 -2.536 0.330  -0.588
32 O 1.752 -4.384 1.488  -0.369
33 C 2.330 -3.607 2.446  -0.624
34 H 0.514 -3.840 -2.259  0.291
35 H -0.970 -3.676 -1.251  0.184
36 H -0.604 -5.309 -1.985  0.284
37 H 3.346 -3.908 2.716  0.408
38 H 1.766 -3.646 3.323  0.257
39 H 2.467 -2.549 2.126  0.163
40 C 3.869 0.727 1.321  -0.052
41 O 3.870 1.203 2.680  -0.372
42 C 2.761 0.913 3.433  0.460
43 O 1.801 0.009 2.924  -0.099
44 O 2.721 1.444 4.645  -0.340
45 C 1.677 1.055 5.609  -0.422
46 H 3.732 -0.391 1.471  0.156
47 H 4.799 1.069 0.782  0.280
48 H 3.037 1.149 0.796  -0.157
49 H 0.670 1.005 5.228  0.048
50 H 1.624 1.859 6.411  0.312
51 H 1.889 0.198 6.243  0.311
52 C 1.334 1.118 -4.972  -1.254
53 C 0.687 2.243 -4.076  -0.216
54 C 1.675 2.510 -2.869  -0.720
55 C 1.849 1.422 -1.902  0.566
56 N 1.944 0.538 -1.161  -0.654
57 H 0.695 0.919 -5.827  0.362
58 H 1.483 0.162 -4.436  0.234
59 H 2.328 1.504 -5.274  0.405
60 H -0.286 1.892 -3.724  0.235
61 H 0.588 3.180 -4.729  0.329
62 H 1.340 3.414 -2.336  0.159
63 H 2.674 2.820 -3.137  0.564
64 C -3.361 -2.577 -4.633  -1.294
65 C -1.879 -2.854 -4.155  -0.440
66 C -0.968 -1.643 -3.873  -0.410
67 C -1.098 -0.988 -2.566  0.243
68 N -1.243 -0.488 -1.516  -0.597
69 H -3.993 -3.336 -4.181  0.377
70 H -3.479 -2.534 -5.735  0.320
71 H -3.684 -1.655 -4.229  0.356
72 H -1.444 -3.467 -4.904  0.512
73 H -2.012 -3.507 -3.283  0.069
74 H -1.068 -0.894 -4.629  0.468
75 H 0.103 -1.906 -3.892  0.309

4.
This record from the Open Molecules 2025 dataset describes C14H28BrNNbO5 as an isolated structure at a distorted geometry. The level of theory is ωB97M-V/def2-TZVPD.

The calculation puts the LUMO energy at 0.0705 Ha. The calculation puts the gap between HOMO and LUMO at 7.65 eV. Its spin multiplicity is 1. As for the net charge: -1.

Each line ends with the natural charge from an NBO analysis.
Atoms and positions in Å:
1 C -0.854 0.945 1.240  -0.725
2 C -0.887 1.619 -0.097  0.816
3 O -0.475 1.153 -1.123  -0.596
4 O -1.445 2.852 -0.032  -0.545
5 C -2.310 3.207 -1.130  -0.064
6 C -3.652 2.522 -0.988  -0.447
7 C -4.472 3.060 0.199  -0.400
8 C -4.726 2.078 1.345  -0.384
9 C -5.902 1.109 1.134  -0.877
10 Nb -5.681 -0.710 -0.055  1.493
11 Br -5.367 -2.830 -1.529  -0.395
12 O -5.900 0.377 -1.836  -0.773
13 C -5.184 0.123 -2.860  0.562
14 N -4.451 0.214 -3.753  -0.512
15 H -0.605 1.652 2.029  0.232
16 H -1.861 0.557 1.425  0.258
17 H -0.156 0.111 1.219  0.232
18 H -1.824 2.960 -2.074  0.203
19 H -2.419 4.293 -1.079  0.177
20 H -3.495 1.442 -0.909  0.227
21 H -4.188 2.672 -1.929  0.226
22 H -5.431 3.460 -0.145  0.197
23 H -3.925 3.911 0.622  0.193
24 H -4.946 2.681 2.237  0.181
25 H -3.806 1.535 1.577  0.199
26 H -6.203 0.713 2.114  0.243
27 H -6.768 1.667 0.748  0.223
28 H -7.488 -1.019 0.185  -0.313
29 H -5.623 -1.768 1.394  -0.275
30 H -3.849 -0.570 0.149  -0.352
31 C 5.016 -0.193 -0.033  -0.725
32 C 3.586 0.211 0.242  0.598
33 O 3.242 0.608 1.333  -0.560
34 C 2.619 0.083 -0.906  -0.727
35 H 5.613 -0.061 0.867  0.221
36 H 5.063 -1.236 -0.347  0.248
37 H 5.431 0.416 -0.838  0.224
38 H 2.591 -0.953 -1.249  0.227
39 H 2.949 0.703 -1.742  0.226
40 H 1.620 0.388 -0.608  0.261
41 C 8.865 -3.819 0.230  -0.720
42 C 7.381 -3.558 0.126  0.598
43 O 6.934 -2.721 -0.621  -0.542
44 C 6.485 -4.397 1.006  -0.722
45 H 9.401 -3.158 -0.447  0.235
46 H 9.205 -3.649 1.253  0.228
47 H 9.082 -4.858 -0.026  0.227
48 H 6.744 -4.245 2.056  0.230
49 H 6.619 -5.456 0.778  0.228
50 H 5.447 -4.119 0.846  0.240

Number 1: calculated total energy -28354.4569 eV. Number 2: calculated total energy -130902.8386 eV. Number 3: calculated total energy -67298.2977 eV. Number 4: calculated total energy -98291.7056 eV.